[1]
Formula: C32H49ClNO3PPmS
Source: OMol25
Level of theory: wB97M-V/def2-TZVPD

Geometry as XYZ:
```
89
C32H49ClNO3PPmS (wB97M-V/def2-TZVPD)
Pm 0.307 -1.575 2.730
Cl 0.651 -3.091 0.685
P -0.507 -0.436 -1.181
C -0.520 -2.711 4.342
H -0.492 -2.056 5.273
H 0.212 -3.449 4.716
C -0.374 1.396 -1.587
C -2.196 -1.020 -1.746
C -1.453 2.168 -0.818
H 0.598 1.637 -1.115
C -1.128 3.665 -0.820
H -2.441 2.010 -1.276
H -1.505 1.798 0.215
C -0.921 4.213 -2.238
H -1.946 4.203 -0.324
H -0.227 3.813 -0.207
C 0.000 3.349 -3.110
H -1.901 4.299 -2.727
H -0.512 5.228 -2.177
C -0.323 1.852 -3.046
H -0.060 3.681 -4.152
H 1.039 3.492 -2.785
H -1.293 1.668 -3.528
H 0.430 1.291 -3.615
C 0.679 -1.280 -2.362
C -2.861 -0.227 -2.868
H -1.994 -2.045 -2.105
C -4.198 -0.863 -3.264
H -3.040 0.803 -2.531
H -2.211 -0.170 -3.754
C -5.137 -1.049 -2.070
H -4.677 -0.236 -4.024
H -3.996 -1.838 -3.725
C -4.463 -1.763 -0.896
H -5.492 -0.067 -1.732
H -6.021 -1.614 -2.384
C -3.118 -1.121 -0.518
H -5.119 -1.759 -0.018
H -4.282 -2.813 -1.163
H -3.304 -0.119 -0.102
H -2.641 -1.711 0.276
C 2.060 -0.608 -2.297
H 0.766 -2.267 -1.868
C 3.092 -1.405 -3.102
H 1.996 0.414 -2.699
H 2.384 -0.523 -1.249
C 2.637 -1.654 -4.546
H 4.047 -0.868 -3.096
H 3.256 -2.370 -2.601
C 1.230 -2.250 -4.632
H 2.665 -0.705 -5.097
H 3.348 -2.325 -5.040
C 0.192 -1.489 -3.799
H 0.898 -2.272 -5.674
H 1.256 -3.288 -4.278
H -0.007 -0.514 -4.270
H -0.756 -2.045 -3.810
C 3.015 0.349 2.354
C 2.559 -0.671 3.010
H 2.562 1.333 2.340
C 3.143 -2.018 2.910
H 1.887 -0.581 3.918
C 4.686 -1.899 2.854
H 2.789 -2.676 3.703
H 2.743 -2.391 1.981
C 5.110 -0.940 1.759
H 4.970 -1.471 3.814
H 5.154 -2.878 2.766
C 4.014 0.060 1.325
H 5.964 -0.367 2.123
H 5.453 -1.478 0.877
H 4.480 0.918 0.836
H 3.467 -0.366 0.465
O 0.564 2.731 2.011
C -0.133 1.929 2.645
N -0.676 0.766 2.060
S -2.061 0.328 2.847
O -3.251 0.953 2.342
O -2.013 -1.145 2.804
C -1.510 1.023 4.361
C -1.818 0.643 5.665
C -1.054 1.201 6.700
C -0.048 2.140 6.425
C 0.222 2.535 5.120
C -0.494 1.944 4.086
H -2.605 -0.093 5.847
H -1.243 0.890 7.729
H 0.524 2.567 7.242
H 0.977 3.277 4.866
```

Values from the calculation:
**Highest occupied orbital energy (alpha / beta)**: -2.4 / -2.4 eV
**Energy**: -3337.2885 hartree
**Maximum force**: 4.14 eV/Å
**M**: 739.2 Da
**Lowest unoccupied orbital energy (alpha / beta)**: 2.30 / 2.30 eV
**Multiplicity**: 5
**Total charge**: -1

[2]
Formula: C32H50NO3PbSSe2Te2
Source: OMol25
Level of theory: wB97M-V/def2-TZVPD

Geometry as XYZ:
```
92
C32H50NO3PbSSe2Te2 (wB97M-V/def2-TZVPD)
Pb 1.040 1.279 -2.159
C -1.431 4.136 4.744
C -0.966 2.793 4.177
C 0.439 2.518 4.727
C -1.920 1.703 4.684
C -0.959 2.784 2.648
C -0.319 1.748 1.968
C -0.314 1.666 0.580
N 0.329 0.682 -0.171
C 0.652 -0.582 0.307
C 0.098 -1.183 1.430
C 0.549 -2.415 1.906
C 1.577 -3.036 1.225
C 2.107 -2.522 0.033
C 1.585 -1.327 -0.487
O 1.902 -0.837 -1.677
C 3.204 -3.300 -0.695
C 4.355 -2.382 -1.132
C 3.829 -4.387 0.185
C 2.589 -3.994 -1.915
C -0.081 -2.993 3.172
C -1.594 -3.153 2.976
C 0.496 -4.362 3.530
C 0.174 -2.044 4.350
C -0.887 2.736 -0.174
O -0.689 2.747 -1.484
C -1.574 3.759 0.498
C -1.601 3.755 1.896
C -2.258 4.874 -0.297
C -2.924 5.918 0.603
C -3.356 4.254 -1.167
C -1.246 5.617 -1.179
H -1.358 4.119 5.834
H -2.470 4.346 4.488
H -0.818 4.958 4.373
H 0.431 2.565 5.819
H 1.150 3.257 4.355
H 0.804 1.532 4.443
H -1.930 1.666 5.777
H -1.621 0.723 4.313
H -2.936 1.893 4.335
H 0.221 1.000 2.528
H -0.712 -0.679 1.933
H 1.986 -3.952 1.619
H 4.915 -2.044 -0.258
H 3.986 -1.506 -1.657
H 5.043 -2.933 -1.781
H 4.184 -3.978 1.132
H 4.686 -4.817 -0.339
H 3.135 -5.199 0.401
H 2.098 -3.263 -2.549
H 1.834 -4.715 -1.596
H 3.352 -4.521 -2.496
H -1.801 -3.832 2.148
H -2.069 -2.200 2.751
H -2.056 -3.557 3.880
H 0.360 -5.078 2.719
H -0.011 -4.752 4.415
H 1.562 -4.303 3.755
H -0.286 -1.072 4.178
H 1.245 -1.885 4.485
H -0.235 -2.453 5.277
H -2.127 4.547 2.402
H -3.686 5.477 1.247
H -3.413 6.667 -0.024
H -2.197 6.433 1.233
H -4.120 3.788 -0.543
H -2.942 3.478 -1.809
H -3.838 5.015 -1.787
H -0.471 6.075 -0.560
H -1.751 6.411 -1.736
H -0.764 4.939 -1.880
Se -1.537 1.951 -3.979
Te -2.680 4.100 -4.749
Te -2.941 2.891 -7.194
Se -1.405 1.084 -6.249
C -1.382 -3.774 -4.866
C -0.672 -2.511 -5.324
S 0.314 -1.808 -3.981
O 0.140 -0.311 -4.098
C 1.971 -2.096 -4.617
C 2.298 -1.267 -5.847
H -2.096 -4.100 -5.621
H -1.922 -3.603 -3.936
H -0.678 -4.588 -4.692
H -1.374 -1.714 -5.572
H -0.037 -2.696 -6.189
H 2.047 -3.172 -4.786
H 2.605 -1.839 -3.768
H 1.878 -1.695 -6.757
H 3.379 -1.205 -5.970
H 1.907 -0.256 -5.733
```

Values from the calculation:
**Highest occupied orbital energy**: -3.4 eV
**Energy**: -7459.8795 hartree
**Maximum force**: 0.60 eV/Å
**M**: 1149.1 Da
**Lowest unoccupied orbital energy**: 1.05 eV
**Total charge**: -1

[3]
Formula: C32H51BCdCl8N5O8
Source: OMol25
Level of theory: wB97M-V/def2-TZVPD

Geometry as XYZ:
```
106
C32H51BCdCl8N5O8 (wB97M-V/def2-TZVPD)
Cd -2.737 -4.596 -3.092
O -0.395 3.478 1.046
C -0.089 2.311 1.230
O 0.445 1.461 0.388
B 0.427 0.109 0.939
O -0.004 0.303 2.345
C -0.244 1.562 2.566
O -0.642 2.034 3.644
O 1.732 -0.591 0.855
C 1.690 -1.613 0.026
O 2.557 -2.373 -0.300
C 0.236 -1.754 -0.440
O -0.466 -0.814 0.228
O -0.254 -2.529 -1.300
C 7.249 -2.031 1.228
C 7.391 -0.930 0.108
C 8.600 -1.144 -0.806
C 8.599 -2.462 -1.447
N 8.487 -3.498 -1.955
H 6.560 -1.643 1.978
H 8.172 -2.259 1.760
H 6.818 -2.955 0.841
H 7.575 0.050 0.548
H 6.485 -0.920 -0.499
H 9.464 -1.035 -0.150
H 8.616 -0.287 -1.480
C -5.094 0.062 -8.362
C -3.811 0.782 -7.847
C -3.618 0.758 -6.336
C -3.424 -0.584 -5.835
N -3.269 -1.638 -5.343
H -5.037 -0.206 -9.417
H -6.005 0.635 -8.190
H -5.295 -0.915 -7.923
H -3.972 1.832 -8.094
H -2.880 0.450 -8.307
H -4.512 1.199 -5.897
H -2.835 1.446 -6.017
C 0.500 0.418 8.077
C 0.434 -1.080 7.784
C 1.797 -1.712 7.532
C 2.599 -1.845 8.779
N 3.196 -1.895 9.732
H -0.521 0.771 7.934
H 1.134 0.942 7.361
H 0.830 0.525 9.110
H -0.207 -1.197 6.910
H -0.042 -1.605 8.612
H 2.336 -1.186 6.745
H 1.581 -2.730 7.206
C 1.656 1.021 -4.491
C 3.111 0.993 -3.944
C 4.071 1.784 -4.924
C 5.434 2.002 -4.474
N 6.515 2.200 -4.126
H 1.152 0.125 -4.129
H 1.551 1.202 -5.561
H 1.126 1.862 -4.046
H 3.488 -0.027 -3.878
H 3.145 1.322 -2.906
H 3.789 2.815 -5.136
H 4.040 1.261 -5.879
C -3.982 -2.342 3.899
C -3.492 -3.736 3.849
C -4.276 -4.541 2.802
C -4.144 -4.121 1.410
N -4.031 -3.782 0.300
H -4.979 -2.247 4.328
H -4.070 -1.887 2.912
H -3.368 -1.646 4.470
H -3.541 -4.185 4.841
H -2.452 -3.607 3.548
H -5.333 -4.629 3.056
H -3.747 -5.486 2.923
Cl 0.022 6.049 -4.658
C 0.101 7.304 -3.422
C 1.230 7.047 -2.389
Cl 2.789 6.763 -3.160
H -0.896 7.465 -3.014
H 0.448 8.152 -4.014
H 1.093 6.103 -1.862
H 1.314 7.736 -1.548
Cl 2.958 -8.225 -2.731
C 3.089 -7.792 -1.013
C 4.532 -7.868 -0.527
Cl 4.943 -9.612 -0.345
H 2.473 -8.475 -0.427
H 2.642 -6.800 -0.956
H 4.669 -7.517 0.496
H 5.240 -7.267 -1.098
Cl -5.291 5.957 6.249
C -5.581 4.259 5.865
C -6.293 4.086 4.572
Cl -6.526 2.312 4.252
H -6.119 3.862 6.726
H -4.624 3.740 5.908
H -5.702 4.416 3.717
H -7.214 4.660 4.478
Cl -4.730 1.488 -1.302
C -4.393 3.229 -1.390
C -5.697 3.943 -1.844
Cl -6.946 4.019 -0.524
H -3.572 3.408 -2.085
H -4.192 3.684 -0.419
H -6.092 3.442 -2.728
H -5.496 4.976 -2.126
```

Values from the calculation:
**Highest occupied orbital energy**: -12.1 eV
**Relative energy (zero: lowest compared OMol25 entry of this formula, charge and spin)**: 997.18 kJ/mol
**Energy**: -5999.3657 hartree
**Maximum force**: 4.86 eV/Å
**M**: 1040.6 Da
**Lowest unoccupied orbital energy**: -10.56 eV
**Total charge**: +1

[4]
Formula: C32H51Br2FN4O2
Source: OMol25
Level of theory: wB97M-V/def2-TZVPD

Geometry as XYZ:
```
92
C32H51Br2FN4O2 (wB97M-V/def2-TZVPD)
C 2.314 -0.705 1.058
C 2.759 0.357 -0.071
Br 4.183 1.500 0.811
C 3.351 -0.317 -1.412
Br 5.051 -1.298 -0.939
C 3.592 0.798 -2.552
C 4.875 1.719 -2.587
C 5.158 2.816 -3.717
N 6.370 3.560 -3.592
C 6.556 4.490 -4.678
C 5.539 4.648 -5.827
N 4.285 3.954 -5.969
C 4.149 3.039 -4.875
C 2.839 2.132 -4.866
C 2.565 1.022 -3.722
C 1.241 0.138 -3.842
C 1.188 -0.677 -5.230
C 2.592 -1.298 -5.705
F 2.954 -0.667 -6.970
H 1.988 -0.077 1.971
H 1.395 -1.321 0.723
H 3.171 -1.371 1.422
H 1.844 0.997 -0.386
H 2.621 -1.141 -1.736
H 5.640 1.555 -1.743
H 7.520 5.116 -4.676
H 5.806 5.404 -6.659
H 2.039 2.210 -5.687
H 1.056 -0.555 -2.939
H 0.329 0.858 -3.855
H 0.429 -1.543 -5.149
H 0.876 0.084 -6.044
H 2.422 -2.417 -5.950
H 3.425 -1.268 -4.925
C -5.086 1.923 -2.916
C -4.668 1.056 -1.697
C -5.368 1.568 -0.415
C -4.757 2.841 0.162
C -3.249 2.692 0.331
C -2.544 2.259 -0.970
N -3.176 1.054 -1.589
O -2.815 -0.030 -0.843
C -2.549 3.440 -1.972
C -1.037 2.045 -0.674
C -5.252 -0.347 -2.016
H -4.308 1.935 -3.684
H -5.986 1.536 -3.402
H -5.318 2.955 -2.642
H -5.327 0.792 0.360
H -6.431 1.742 -0.615
H -4.990 3.700 -0.474
H -5.212 3.052 1.135
H -2.833 3.640 0.688
H -3.056 1.960 1.124
H -2.117 3.144 -2.933
H -1.952 4.275 -1.590
H -3.537 3.856 -2.160
H -0.864 1.313 0.120
H -0.570 2.976 -0.339
H -0.502 1.713 -1.569
H -4.787 -0.773 -2.910
H -6.328 -0.286 -2.200
H -5.124 -1.053 -1.191
C 1.468 -4.469 5.205
C 1.172 -2.958 5.403
C 0.396 -2.736 6.722
C -1.081 -3.111 6.647
C -1.749 -2.447 5.449
C -1.019 -2.735 4.123
N 0.445 -2.442 4.201
O 0.596 -1.087 4.175
C -1.247 -4.215 3.724
C -1.717 -1.945 2.985
C 2.577 -2.320 5.577
H 1.556 -4.725 4.145
H 2.415 -4.764 5.666
H 0.708 -5.113 5.654
H 0.462 -1.680 7.014
H 0.866 -3.304 7.532
H -1.198 -4.198 6.600
H -1.583 -2.792 7.566
H -2.790 -2.783 5.388
H -1.792 -1.366 5.626
H -0.684 -4.472 2.822
H -2.305 -4.400 3.511
H -0.982 -4.928 4.502
H -1.750 -0.870 3.180
H -2.755 -2.269 2.868
H -1.212 -2.105 2.027
H 3.177 -2.432 4.668
H 3.122 -2.801 6.395
H 2.528 -1.257 5.829
```

Values from the calculation:
**Highest occupied orbital energy**: -8.2 eV
**Relative energy (zero: lowest compared OMol25 entry of this formula, charge and spin)**: 662.62 kJ/mol
**Energy**: -6866.9166 hartree
**Maximum force**: 6.17 eV/Å
**M**: 702.6 Da
**Lowest unoccupied orbital energy**: -0.97 eV
**Multiplicity**: 3

[5]
Formula: C32H51Cl2F16N5O6PS2
Source: OMol25
Level of theory: wB97M-V/def2-TZVPD

Geometry as XYZ:
```
115
C32H51Cl2F16N5O6PS2 (wB97M-V/def2-TZVPD)
C 1.595 -3.296 3.390
C 2.324 -2.436 2.528
C 2.262 -2.515 0.943
C 0.966 -1.724 0.332
S -0.327 -3.111 0.226
N 0.518 -0.791 1.464
Cl -1.052 -1.262 1.823
C 0.935 0.530 1.358
N 0.452 1.633 1.960
C -0.679 1.524 2.922
C -0.929 2.766 3.885
O -2.020 2.576 4.809
C -1.740 1.546 5.775
C -0.517 1.843 6.754
P 1.139 3.274 1.716
S 2.452 3.774 3.064
N 2.148 0.847 0.560
C 3.297 0.694 1.477
O 4.284 1.743 1.329
C 5.546 1.333 1.898
C 6.484 2.644 1.857
C 7.169 2.835 0.409
C 2.237 0.248 -0.763
Cl 4.004 -0.121 -1.217
C 1.852 1.406 -1.839
C 2.961 2.588 -1.877
C 3.795 2.554 -3.248
C 2.926 2.957 -4.524
O 2.535 1.831 -5.354
C 1.245 -1.017 -1.069
N 2.113 -2.006 -1.791
N 0.132 -0.645 -1.918
C -1.066 -0.035 -1.311
C -0.330 -1.590 -2.930
C 0.241 -1.386 -4.424
O -1.165 -2.491 -2.808
H 1.196 -2.812 4.341
H 1.489 -4.395 3.151
H 2.997 -1.672 3.022
H 2.176 -3.623 0.676
H 3.244 -2.158 0.513
H 0.351 -4.153 -0.399
H -1.672 1.297 2.405
H -0.441 0.633 3.603
H -1.277 3.632 3.219
H -0.014 3.152 4.429
H -2.664 1.482 6.441
H -1.647 0.495 5.323
H -0.454 2.908 7.125
H 0.432 1.449 6.277
H -0.692 1.196 7.683
H 0.094 4.272 1.655
H 1.807 3.381 0.438
H 3.785 -0.323 1.525
H 2.877 0.869 2.537
H 5.373 0.953 2.952
H 6.040 0.572 1.210
H 7.244 2.653 2.693
H 5.816 3.563 2.002
H 6.739 3.735 -0.151
H 8.278 3.034 0.553
H 7.037 1.924 -0.256
H 0.871 1.886 -1.542
H 1.845 0.993 -2.905
H 3.608 2.628 -0.950
H 2.383 3.580 -1.903
H 4.700 3.253 -3.191
H 4.223 1.512 -3.436
H 3.598 3.605 -5.188
H 2.007 3.579 -4.285
H 2.874 0.997 -4.984
H 1.711 -2.946 -1.744
H 2.331 -1.700 -2.738
H -1.716 -0.860 -0.860
H -0.900 0.846 -0.623
H -1.703 0.376 -2.174
H 0.553 -0.320 -4.634
H -0.550 -1.782 -5.135
H 1.117 -2.122 -4.503
C -5.861 -1.355 6.368
C -4.940 -0.244 6.923
C -4.863 -0.092 8.451
F -6.050 0.087 9.043
F -4.107 0.991 8.769
F -5.271 0.926 6.327
F -3.671 -0.532 6.491
O -7.215 -1.023 5.997
C -8.192 -0.930 7.010
C -8.657 0.513 7.276
F -7.628 1.366 7.452
F -9.408 0.571 8.400
F -7.743 -1.563 8.110
F -9.249 -1.648 6.581
H -5.410 -1.660 5.420
H -5.831 -2.254 6.990
H -4.387 -0.971 8.900
H -9.252 0.885 6.441
C -1.763 -3.077 -8.062
C -2.883 -2.738 -9.072
C -2.793 -3.376 -10.470
F -1.639 -3.133 -11.108
F -3.779 -2.890 -11.262
F -2.992 -1.392 -9.153
F -4.054 -3.171 -8.517
O -0.628 -2.191 -7.948
C 0.393 -2.315 -8.912
C 0.450 -1.133 -9.897
F -0.752 -0.846 -10.432
F 1.279 -1.412 -10.928
F 0.279 -3.511 -9.516
F 1.556 -2.362 -8.225
H -2.231 -3.013 -7.076
H -1.444 -4.119 -8.148
H -2.925 -4.461 -10.404
H 0.809 -0.232 -9.395
```

Values from the calculation:
**Highest occupied orbital energy**: -11.7 eV
**Energy**: -5630.5103 hartree
**Maximum force**: 3.73 eV/Å
**M**: 1071.8 Da
**Lowest unoccupied orbital energy**: -4.04 eV
**Total charge**: +1